(1)
The following is a DFT calculation (ωB97M-V/def2-TZVPD) of a single C8H17ClSi molecule in a non-equilibrium geometry.

**Largest force on an atom**: 0.155 hartree/bohr
**Energy**: -28968.9579 eV
**Relative energy (zero: lowest compared OMol25 entry of this formula, charge and spin)**: 26.3 kcal/mol
**E_LUMO (spin up / spin down)**: 0.1 / 0.0 eV

XYZ file:
```
27
Properties=species:S:1:pos:R:3:forces:R:3
C -1.416 0.984 -1.687 -1.17 0.08 -2.05
C -0.764 -0.276 -1.001 -1.71 0.38 -1.35
C -0.247 -1.373 -2.092 -0.62 2.05 1.22
C 0.264 0.222 -0.065 6.31 2.51 -1.88
C 1.635 1.101 -0.706 -6.23 -4.45 2.18
Si 3.009 1.913 0.151 0.30 0.80 -0.32
Cl 2.853 2.093 2.203 0.03 -0.26 0.07
C 0.115 -0.167 1.408 1.77 1.97 -1.58
C -0.941 0.664 2.078 -0.21 -1.80 1.34
C -0.099 -1.619 1.604 0.77 0.02 0.63
H -0.667 1.809 -2.005 -1.26 -1.56 0.52
H -1.980 0.550 -2.671 1.15 1.38 2.24
H -2.219 1.454 -1.007 1.34 -0.65 -1.05
H -1.667 -0.672 -0.413 1.53 0.00 -0.74
H -0.758 -1.292 -3.063 -0.84 -0.68 0.79
H -0.180 -2.317 -1.560 -0.18 -0.32 -0.62
H 0.712 -1.063 -2.430 1.29 0.15 0.35
H 1.577 1.265 -1.807 -0.12 -0.22 0.93
H 2.822 3.289 -0.341 0.35 0.26 0.03
H 4.437 1.527 -0.193 -0.75 -0.16 0.25
H 1.054 0.080 1.880 0.40 0.12 0.02
H -0.591 0.867 3.081 -0.05 0.62 0.21
H -1.767 -0.008 2.222 -0.91 -0.09 0.08
H -1.290 1.498 1.563 -0.25 1.66 -0.75
H -1.019 -1.908 1.173 -1.05 -0.71 -0.20
H 0.719 -2.133 1.146 0.44 -0.73 -0.29
H -0.049 -1.785 2.680 -0.33 -0.38 -0.03
```
Forces are in eV/Å.

---

(2)
The following is a DFT calculation (ωB97M-V/def2-TZVPD) of a single C8H17N molecule in a non-equilibrium geometry.

**Largest force on an atom**: 0.124 hartree/bohr
**Energy**: -10058.8107 eV
**Relative energy (zero: lowest compared OMol25 entry of this formula, charge and spin)**: 62.5 kcal/mol
**E_LUMO**: 1.0 eV

XYZ file:
```
26
Properties=species:S:1:pos:R:3:forces:R:3
C -1.473 -1.445 -0.567 0.43 -0.09 0.38
C -0.852 -0.290 -0.411 -2.50 4.29 -3.33
C -1.636 1.124 -1.207 -0.44 -2.82 0.71
C -1.426 2.552 -0.748 0.40 -0.06 0.29
C 0.416 0.311 -0.089 3.00 -4.06 3.89
C 1.411 0.527 -1.215 -0.03 0.09 -0.16
N 1.177 -0.763 1.031 0.14 2.23 -1.07
C 1.364 -2.164 0.754 -0.20 -0.02 -0.29
C 0.840 -0.527 2.418 -0.21 0.25 -0.22
H -2.430 -1.511 -1.076 0.03 0.23 0.18
H -1.067 -2.384 -0.215 0.06 0.07 -0.01
H -1.420 1.021 -2.273 0.09 -0.07 0.11
H -2.686 0.853 -1.062 0.00 0.12 -0.19
H -1.521 2.645 0.338 0.03 0.06 -0.06
H -0.447 2.934 -1.049 -0.03 0.03 0.14
H -2.177 3.213 -1.198 0.10 -0.22 0.03
H 0.324 1.190 0.548 -0.08 -0.05 -0.12
H 2.427 0.520 -0.809 -0.24 0.01 0.06
H 1.341 -0.249 -1.979 -0.06 0.05 0.06
H 1.255 1.501 -1.688 -0.08 -0.13 -0.08
H 1.576 -2.341 -0.305 -0.10 0.07 0.08
H 2.218 -2.566 1.319 -0.04 0.27 -0.05
H 0.504 -2.786 1.052 -0.04 -0.04 -0.10
H -0.144 -0.939 2.691 -0.05 0.00 0.15
H 1.586 -0.969 3.096 -0.08 -0.09 -0.29
H 0.843 0.545 2.647 -0.10 -0.11 -0.13
```
Forces are in eV/Å.

---

(3)
The following is a DFT calculation (ωB97M-V/def2-TZVPD) of a single C8H17N molecule in a non-equilibrium geometry.

**Largest force on an atom**: 0.030 hartree/bohr
**Energy**: -10057.4093 eV
**Relative energy (zero: lowest compared OMol25 entry of this formula, charge and spin)**: 94.8 kcal/mol
**E_LUMO (spin up / spin down)**: 0.7 / 0.7 eV

XYZ file:
```
26
Properties=species:S:1:pos:R:3:forces:R:3
C 0.985 -0.813 -0.139 -0.44 1.43 0.45
C 1.274 -1.223 1.298 0.06 0.15 -0.03
C 2.233 -0.397 -0.896 -0.08 0.06 0.10
C 0.136 -1.744 -0.901 -1.19 0.45 -0.86
C 0.636 1.782 0.266 0.02 0.05 -0.24
N 0.094 0.641 0.116 -0.46 -1.30 -0.21
H 1.959 -2.073 1.297 -0.03 0.00 -0.04
H 1.738 -0.407 1.856 0.05 -0.02 -0.01
H 2.842 -1.283 -1.081 -0.06 -0.02 0.02
H -0.480 -2.405 -0.297 0.16 -0.14 0.20
H 0.363 -1.522 1.815 -0.03 -0.01 -0.03
H 2.847 0.306 -0.331 0.00 -0.01 0.01
H 1.972 0.044 -1.858 -0.02 -0.01 -0.01
H 0.678 -2.308 -1.656 0.08 0.03 0.02
H -0.686 -0.987 -1.443 1.07 -0.81 0.54
H 1.608 2.011 -0.158 0.10 -0.14 0.13
H 0.105 2.592 0.751 -0.13 -0.05 -0.02
C -2.145 1.514 1.058 0.25 0.02 0.08
C -1.474 0.441 0.214 0.93 -0.18 0.18
C -1.796 0.272 -1.198 -0.02 0.40 -0.31
H -1.554 -0.511 0.745 -0.10 -0.05 0.01
H -1.707 1.601 2.055 -0.01 0.02 0.07
H -2.116 2.487 0.566 -0.04 -0.01 -0.03
H -3.193 1.230 1.173 0.06 0.01 -0.08
H -2.585 -0.425 -1.458 -0.04 0.06 0.05
H -1.732 1.177 -1.795 -0.14 0.09 -0.02
```
Forces are in eV/Å.

---

(4)
The following is a DFT calculation (ωB97M-V/def2-TZVPD) of a gas-phase ion, C8H17N2 (charge +1) in a non-equilibrium geometry.

**Largest force on an atom**: 0.120 hartree/bohr
**Charge**: +1
**Energy**: -11541.7494 eV
**Relative energy (zero: lowest compared OMol25 entry of this formula, charge and spin)**: 102.5 kcal/mol
**E_LUMO**: -3.0 eV

XYZ file:
```
27
Properties=species:S:1:pos:R:3:forces:R:3
C 0.672 0.397 2.342 -1.70 -0.71 -2.37
C 0.353 -1.020 1.825 4.71 -0.66 3.91
C 0.167 1.230 1.167 0.80 -2.09 -1.18
C 0.699 -0.104 -0.393 0.11 4.32 1.04
C -0.798 0.186 -0.675 -0.83 -1.23 2.39
C 1.732 0.242 -1.522 -2.72 -4.88 0.98
C -1.665 -1.022 -0.847 -0.93 -1.03 1.92
C -1.043 1.141 -1.790 0.71 1.98 1.06
N -1.141 0.780 0.700 3.21 -1.75 -2.03
N 0.965 -1.282 0.446 -1.17 0.85 0.97
H 0.086 0.426 3.257 -0.28 0.54 0.14
H 1.698 0.530 2.600 0.80 0.27 -0.06
H 0.963 -1.577 2.675 -1.57 -0.24 -2.20
H -0.671 -1.164 1.857 -1.65 -0.72 -0.34
H 0.493 2.264 1.193 -0.19 0.23 -0.59
H 2.178 1.125 -1.446 0.92 4.31 0.14
H 1.203 0.017 -2.449 0.49 0.47 -0.22
H 2.599 -0.387 -1.463 0.35 -1.01 -0.01
H -1.204 -1.707 -1.464 1.24 -1.67 -1.82
H -2.558 -0.769 -1.392 -0.68 0.04 0.30
H -1.890 -1.648 0.100 0.09 1.41 -1.29
H -2.004 1.569 -1.686 -1.40 0.11 0.26
H -0.932 1.005 -2.835 0.48 -1.24 -0.85
H -0.423 1.975 -1.531 0.67 0.89 -0.24
H -1.955 1.283 0.673 -2.01 2.23 0.39
H 1.976 -1.351 0.561 -0.13 -0.56 -0.19
H 0.500 -2.137 0.099 0.69 0.15 -0.09
```
Forces are in eV/Å.

---

(5)
The following is a DFT calculation (ωB97M-V/def2-TZVPD) of 2 unconnected molecules or ions with the total composition C8H17N2O in a non-equilibrium geometry.

**Largest force on an atom**: 0.093 hartree/bohr
**Charge**: +1
**Energy**: -13590.1837 eV
**Relative energy (zero: lowest compared OMol25 entry of this formula, charge and spin)**: 64.2 kcal/mol
**E_LUMO**: -3.6 eV

XYZ file:
```
28
Properties=species:S:1:pos:R:3:forces:R:3
C -1.019 2.322 0.919 -1.18 -1.11 1.24
C -0.990 1.497 -0.116 -0.47 2.58 -1.51
C -0.750 1.489 2.122 1.59 2.63 2.90
C -0.792 0.178 0.350 -0.48 -3.27 -1.24
C -1.369 -1.170 -1.667 -1.47 0.23 -3.20
C -1.059 -2.222 0.578 -1.11 0.95 0.26
C 2.131 -0.917 0.283 1.57 2.20 -1.72
C 1.773 0.920 -1.453 -1.52 1.81 0.71
N -1.072 -1.004 -0.300 2.10 1.45 4.05
N 1.479 0.384 -0.155 3.16 1.14 2.72
O -0.684 0.190 1.697 0.49 -2.13 -2.73
H -1.374 3.332 0.896 0.45 0.47 0.14
H -1.110 2.011 -1.076 -0.04 -1.40 -0.11
H 0.295 1.875 2.531 -1.82 -1.02 -0.52
H -1.436 1.382 2.994 0.24 1.17 -0.64
H -1.191 -0.268 -2.341 0.20 -0.97 1.25
H -0.879 -2.073 -2.207 -0.67 1.43 1.39
H -2.489 -1.265 -1.697 0.88 -0.44 -0.45
H -0.334 -2.977 0.290 0.54 0.37 0.04
H -0.973 -1.820 1.621 0.10 -1.14 -1.06
H -2.026 -2.724 0.449 0.00 0.24 0.18
H 1.605 -1.677 -0.192 -0.68 -1.55 -1.22
H 3.283 -1.048 0.057 -2.30 0.51 0.77
H 1.795 -0.954 1.274 0.53 -0.42 1.84
H 1.209 1.877 -1.468 0.78 -0.01 -0.06
H 2.792 1.108 -1.682 0.94 -0.16 -0.36
H 1.220 0.405 -2.152 -0.48 -1.72 -2.10
H 1.964 1.150 0.446 -1.35 -1.86 -0.58
```
Forces are in eV/Å.